(1)
This record from the Open Molecules 2025 dataset describes C35H20AsCl2F5IN2Tc as an isolated structure in a non-equilibrium geometry. The level of theory is ωB97M-V/def2-TZVPD.

Element x y z (Å)
C1 -4.18 2.16 0.55
H1 -2.08 0.00 2.99
H2 -3.88 1.45 3.86
F1 4.00 -0.95 0.18
C2 -2.46 -4.31 -0.84
C3 1.38 5.45 1.85
C4 1.27 3.25 0.88
C5 1.48 -0.70 2.72
H3 3.21 6.52 1.58
C6 2.68 5.60 1.38
H4 -2.97 -4.81 -1.65
C7 -1.15 -3.03 1.25
F2 5.19 -2.28 2.16
H5 -1.71 0.47 -5.02
H6 -0.64 -2.53 2.06
H7 -4.77 2.76 -0.12
C8 -3.67 1.42 2.79
C9 3.34 -1.93 3.57
H8 2.72 0.68 -2.86
C10 3.05 -1.24 -3.77
C11 -4.42 2.20 1.92
C12 1.63 -2.16 -1.64
H9 -2.32 -6.07 0.37
H10 3.19 -3.28 -4.41
C13 2.07 -0.50 1.48
H11 1.90 -4.12 -2.45
C14 -2.43 0.56 0.95
Tc1 1.17 0.54 -0.07
H12 -1.16 -4.93 2.23
H13 -2.47 -2.40 -1.82
C15 -3.43 1.85 -2.44
C16 2.56 -0.39 -2.79
N1 0.63 2.07 0.55
C17 3.30 4.59 0.66
C18 2.58 3.44 0.43
H14 1.08 -2.50 -0.77
H15 -3.48 2.12 -4.56
As1 -1.10 -0.44 -0.01
C19 -2.17 -2.96 -0.94
C20 -1.41 -0.01 -2.95
C21 -1.52 -2.32 0.10
I1 4.12 -0.44 -5.36
Cl1 3.24 2.09 -0.47
C22 3.34 -1.06 1.34
C23 -1.44 -4.38 1.34
F3 3.93 -2.60 4.54
C24 -2.67 0.60 2.31
C25 2.07 -1.40 3.75
H16 0.90 6.23 2.42
F4 1.45 -1.56 4.91
N2 1.86 -0.84 -1.74
Cl2 -0.94 4.07 2.16
H17 -5.20 2.84 2.30
H18 -4.20 2.58 -2.26
C26 -2.84 1.17 -1.38
C27 0.68 4.28 1.59
F5 0.25 -0.19 2.96
C28 -3.18 1.33 0.05
C29 -1.83 0.24 -1.65
C30 -3.02 1.59 -3.74
C31 -2.09 -5.02 0.29
C32 -2.02 0.66 -4.00
H19 4.30 4.70 0.29
H20 -0.63 -0.74 -3.15
C33 3.98 -1.76 2.35
C34 2.10 -3.06 -2.57
C35 2.82 -2.60 -3.66

Properties
Total charge = +1
LUMO level (spin up / spin down) = -3.87 / -4.26 eV
Multiplicity = 2
HOMO (spin up / spin down) = -10.68 / -10.42 eV
Frontier orbital gap (spin up / spin down) = 6.81 / 6.16 eV

(2)
This record from the Open Molecules 2025 dataset describes C35H22N9OSeV as an isolated structure in a non-equilibrium geometry. The level of theory is ωB97M-V/def2-TZVPD.

Element x y z (Å)
N1 -2.40 2.04 0.22
C1 1.51 -3.04 -0.36
H1 -2.40 2.66 3.01
C2 -3.74 0.45 -0.95
H2 0.24 -2.66 -2.89
H3 -7.56 0.17 -0.86
C3 3.71 -0.32 1.50
C4 -5.83 0.83 0.22
C5 -1.00 1.74 0.54
C6 -0.63 3.33 4.02
H4 -2.04 -3.66 -2.46
C7 -3.37 1.31 1.14
H5 1.27 3.89 4.86
O1 -0.26 -0.77 -2.38
C8 -1.40 -1.66 4.30
C9 -4.46 0.94 0.17
C10 -6.48 0.26 -0.88
C11 0.76 3.43 4.02
N2 -1.25 0.33 -0.08
C12 5.90 -1.15 1.92
H6 -1.28 -2.99 -1.00
C13 5.08 -0.25 1.26
H7 6.97 -1.13 1.73
H8 -1.19 3.72 4.86
C14 -2.60 -0.96 4.00
H9 -4.60 -2.33 6.34
H10 -6.39 1.17 1.08
V1 0.39 -0.32 -0.06
H11 -1.02 -0.18 -2.38
C15 -3.75 -1.20 4.73
H12 -2.56 -2.10 -1.82
H13 -3.85 -0.45 -2.91
N3 0.83 -2.10 -0.20
N4 0.88 -1.60 3.28
N5 0.20 1.97 -0.32
C16 1.73 -1.07 2.45
N6 -3.26 0.54 2.15
H14 -0.45 -3.12 5.57
C17 -2.30 -0.14 2.85
N7 1.44 -0.11 1.50
C18 -0.66 -2.06 -2.85
C19 -2.52 -2.81 6.06
H15 -2.52 -3.53 6.87
C20 -0.59 2.23 1.91
C21 2.58 0.45 1.00
C22 4.02 -2.15 3.07
H16 6.05 -2.79 3.29
N8 -1.01 -0.33 2.49
C23 3.18 -1.26 2.42
H17 -4.67 -0.66 4.50
C24 1.21 2.04 0.51
C25 -4.38 -0.11 -2.03
C26 -0.43 -1.22 3.32
N9 2.49 1.58 0.29
C27 -1.32 2.73 2.97
C28 -1.70 -2.74 -1.97
H18 2.56 3.09 2.88
H19 5.47 0.48 0.57
C29 5.38 -2.09 2.81
H20 3.61 -2.87 3.77
H21 -1.05 -1.95 -3.87
C30 -3.71 -2.12 5.76
C31 -5.78 -0.19 -1.98
C32 1.49 2.99 2.92
C33 -2.36 0.83 -0.62
C34 0.78 2.43 1.87
Se1 2.48 -4.46 -0.65
H22 -6.31 -0.63 -2.81
C35 -1.36 -2.58 5.34

Properties
Total charge = -1
LUMO level (spin up / spin down) = 2.03 / 1.99 eV
Multiplicity = 2
HOMO (spin up / spin down) = -3.11 / -3.11 eV
Frontier orbital gap (spin up / spin down) = 5.14 / 5.10 eV

| no. | calculated total energy (hartree) |
| --- | --- |
| 1 | -5488.95546 |
| 2 | -5260.32503 |